Entry 1:
117
Properties=species:S:1:pos:R:3 method="wB97M-V/def2-TZVPD" orbital_gap_ev=9.783
O 1.540 2.907 -3.313
C 2.290 3.730 -2.767
N 2.627 3.603 -1.491
C 2.925 4.883 -3.556
H 3.087 4.422 -0.990
H 2.023 2.985 -0.900
H 2.666 4.893 -4.611
H 3.972 5.093 -3.275
H 2.341 5.776 -3.265
O 2.828 0.577 2.913
C 3.797 0.532 2.169
N 3.860 1.152 0.962
C 5.002 -0.301 2.531
H 4.637 1.098 0.403
H 2.936 1.426 0.632
H 4.842 -1.390 2.322
H 4.984 -0.334 3.608
H 5.938 -0.024 2.109
O -0.258 -0.718 -5.244
C -1.090 -0.326 -4.442
N -1.113 0.993 -3.972
C -2.113 -1.176 -3.879
H -0.332 1.563 -4.078
H -1.733 1.222 -3.221
H -1.794 -1.479 -2.894
H -2.332 -2.012 -4.557
H -2.991 -0.541 -3.658
O -2.764 -1.530 4.607
C -3.443 -1.437 3.597
N -2.970 -1.595 2.347
C -4.899 -1.182 3.725
H -3.593 -1.394 1.564
H -1.967 -1.696 2.102
H -5.266 -1.678 4.651
H -5.492 -1.499 2.850
H -4.980 -0.121 3.898
O 2.321 5.487 1.219
C 1.498 5.148 2.077
N 0.257 5.133 1.639
C 1.917 4.717 3.440
H 0.112 5.397 0.691
H -0.523 4.714 2.087
H 2.456 5.578 3.812
H 2.421 3.812 3.470
H 1.013 4.616 4.082
O -2.124 2.472 2.989
C -1.170 2.017 3.615
N 0.017 1.947 3.039
C -1.341 1.665 5.092
H 0.808 1.629 3.569
H 0.112 2.347 2.121
H -0.428 1.686 5.756
H -1.650 0.581 5.197
H -2.175 2.254 5.497
O -2.599 -1.545 -0.641
C -3.660 -2.114 -0.833
N -4.749 -1.389 -1.090
C -3.729 -3.619 -0.836
H -5.636 -1.784 -1.357
H -4.468 -0.440 -1.224
H -3.457 -3.896 -1.817
H -4.699 -4.073 -0.542
H -2.939 -4.099 -0.275
O -3.850 1.386 -0.701
C -4.758 1.775 0.023
N -4.510 2.193 1.282
C -6.151 1.933 -0.464
H -5.272 2.577 1.875
H -3.553 2.088 1.727
H -6.460 2.977 -0.473
H -6.906 1.398 0.119
H -6.193 1.627 -1.488
O 0.005 -1.637 1.826
C 0.442 -2.208 2.815
N 1.413 -1.849 3.584
C -0.053 -3.575 3.119
H 1.805 -2.469 4.241
H 1.959 -0.995 3.428
H 0.716 -4.262 2.702
H -0.948 -3.723 2.523
H -0.327 -3.866 4.132
O -2.114 -4.683 -3.962
C -1.037 -4.357 -3.555
N -0.228 -3.564 -4.232
C -0.445 -4.956 -2.287
H -0.400 -3.360 -5.198
H 0.665 -3.369 -3.814
H 0.248 -4.224 -1.852
H 0.072 -5.865 -2.553
H -1.194 -5.136 -1.519
O 4.664 -3.068 0.996
C 4.240 -2.885 -0.110
N 5.057 -2.344 -1.084
C 2.844 -3.329 -0.538
H 6.002 -2.220 -0.768
H 4.728 -2.196 -2.038
H 2.726 -2.953 -1.566
H 2.120 -2.959 0.160
H 2.869 -4.450 -0.480
O 1.122 1.843 0.423
C 0.308 0.974 0.017
N -0.988 1.059 0.250
C 0.781 -0.175 -0.857
H -1.573 0.339 -0.075
H -1.417 1.790 0.774
H 0.070 -0.997 -0.830
H 1.729 -0.585 -0.575
H 0.757 0.137 -1.910
O 3.516 -1.444 -3.486
C 3.347 -0.190 -3.544
N 2.409 0.344 -4.301
C 4.198 0.788 -2.761
H 1.980 1.225 -4.041
H 1.728 -0.248 -4.842
H 4.352 0.383 -1.760
H 3.634 1.721 -2.680
H 5.122 0.918 -3.325

=====

Entry 2:
16
Properties=species:S:1:pos:R:3 method="wB97M-V/def2-TZVPD" orbital_gap_ev=8.487 smiles="C/N=c1/ncn(C)[nH]1"
C -1.093 -2.013 1.303
N -1.442 -1.756 -0.162
C -0.794 -0.814 -0.624
N -0.482 -0.591 -1.976
C 0.325 0.489 -1.947
N 0.335 1.132 -0.720
C 1.275 1.849 -0.165
N -0.134 0.193 0.139
H -0.859 -3.091 1.888
H -0.042 -1.226 1.393
H -2.112 -1.825 2.136
H 0.658 1.010 -2.857
H 1.837 2.692 -0.673
H 2.194 1.291 0.154
H 0.878 2.082 0.943
H -0.544 0.576 1.168

=====

Entry 3:
19
Properties=species:S:1:pos:R:3 method="wB97M-V/def2-TZVPD" orbital_gap_ev=10.065 smiles="N/N=C(/N)NNCC(=O)O"
N -0.906 2.064 -2.087
N 0.543 1.797 -1.921
C 0.720 1.025 -0.976
N 1.771 -0.044 -1.014
N -0.252 0.360 -0.019
N -0.403 -1.054 -0.337
C -0.809 -1.577 0.986
C 0.112 -1.383 2.266
O 0.402 -2.389 2.898
O 0.179 0.050 2.799
H -1.076 2.907 -1.412
H -1.041 2.455 -3.104
H 2.703 0.292 -1.115
H 1.816 -0.338 -0.060
H -1.023 0.547 -0.544
H 0.606 -1.451 -0.462
H -1.186 -2.585 0.882
H -1.933 -1.053 1.180
H -0.224 0.376 2.041

=====

Entry 4:
26
Properties=species:S:1:pos:R:3 method="wB97M-V/def2-TZVPD" orbital_gap_ev=10.040 smiles=CCc1ccccc1.CC
C -2.522 0.187 -2.067
C -1.370 0.725 -1.194
C -0.540 -0.416 -0.651
C -0.897 -0.940 0.592
C -0.234 -2.043 1.110
C 0.703 -2.684 0.317
C 1.020 -2.232 -0.959
C 0.390 -1.098 -1.433
H -2.067 -0.058 -3.027
H -3.331 0.899 -2.205
H -2.964 -0.696 -1.607
H -0.776 1.443 -1.767
H -1.733 1.309 -0.343
H -1.699 -0.462 1.138
H -0.424 -2.326 2.125
H 1.181 -3.542 0.746
H 1.697 -2.869 -1.511
H 0.574 -0.711 -2.430
C 1.849 2.288 0.984
C 1.472 1.565 2.255
H 1.386 3.267 0.842
H 2.919 2.509 1.019
H 1.619 1.713 0.089
H 0.558 1.997 2.715
H 2.141 1.610 3.112
H 1.047 0.564 2.151